[1]
{"formula": "C30H68IN3O16P5S", "method": "ωB97M-V with the def2-TZVPD basis set", "total_charge": 1, "lumo_ev": -3.8, "mol_weight_da": 1040.7, "total_energy_ev": -134822.8019, "multiplicity": 1, "homo_energy_ha": -0.400, "symbols": ["C", "C", "C", "C", "C", "C", "C", "C", "C", "C", "N", "C", "C", "C", "C", "I", "C", "P", "C", "C", "C", "N", "N", "S", "H", "H", "H", "H", "H", "H", "H", "H", "H", "H", "H", "H", "H", "H", "H", "H", "H", "H", "H", "H", "H", "H", "H", "H", "H", "H", "H", "H", "H", "H", "H", "H", "C", "O", "P", "O", "O", "C", "O", "C", "H", "H", "H", "H", "H", "H", "H", "H", "H", "C", "O", "P", "O", "O", "C", "O", "C", "H", "H", "H", "H", "H", "H", "H", "H", "H", "C", "O", "P", "O", "O", "C", "O", "C", "H", "H", "H", "H", "H", "H", "H", "H", "H", "C", "O", "P", "O", "O", "C", "O", "C", "H", "H", "H", "H", "H", "H", "H", "H", "H"], "positions_angstrom": [[0.715, -1.530, 3.111], [-0.150, -1.285, 2.085], [0.255, -0.633, 0.771], [-0.451, 0.669, 0.497], [-1.566, 0.775, -0.390], [-2.034, -0.442, -1.159], [-3.321, -1.108, -0.645], [-3.666, -2.310, -1.561], [-3.778, -3.655, -0.830], [-2.583, -3.946, 0.081], [-2.456, -5.374, 0.344], [-2.193, 2.017, -0.523], [-3.409, 2.200, -1.386], [-4.655, 2.771, -0.667], [-5.645, 1.708, -0.210], [-6.903, 1.000, -1.770], [-1.621, 3.118, 0.191], [-2.264, 4.837, 0.120], [-2.513, 5.301, -1.646], [-0.796, 5.825, 0.582], [0.446, 5.508, -0.295], [-0.574, 2.988, 0.971], [-0.049, 1.783, 1.111], [1.287, 1.768, 2.237], [1.210, -0.721, 3.630], [0.858, -2.563, 3.412], [-1.204, -1.532, 2.194], [-0.038, -1.361, 0.032], [1.334, -0.537, 0.706], [-2.231, -0.114, -2.179], [-1.270, -1.202, -1.249], [-3.246, -1.409, 0.395], [-4.124, -0.397, -0.794], [-2.941, -2.394, -2.371], [-4.631, -2.121, -2.029], [-4.729, -3.709, -0.303], [-3.778, -4.434, -1.593], [-1.691, -3.540, -0.417], [-2.712, -3.392, 1.009], [-1.843, -5.812, -0.332], [-2.021, -5.532, 1.243], [-3.657, 1.251, -1.843], [-3.155, 2.850, -2.219], [-5.141, 3.458, -1.353], [-4.399, 3.327, 0.232], [-5.152, 0.898, 0.315], [-6.300, 2.167, 0.523], [-3.573, 5.369, -1.866], [-2.108, 6.306, -1.750], [-1.982, 4.685, -2.365], [-1.050, 6.872, 0.445], [-0.559, 5.628, 1.623], [0.240, 4.706, -1.000], [1.286, 5.173, 0.310], [0.774, 6.382, -0.847], [2.294, 1.491, 1.390], [3.236, 7.421, -3.058], [2.329, 8.131, -3.922], [1.146, 7.303, -4.552], [0.282, 6.599, -3.605], [1.821, 6.304, -5.591], [2.782, 6.800, -6.533], [0.459, 8.425, -5.426], [-0.697, 8.061, -6.193], [3.298, 7.948, -2.110], [2.909, 6.398, -2.877], [4.220, 7.404, -3.521], [3.761, 6.394, -6.282], [2.832, 7.888, -6.530], [2.495, 6.458, -7.525], [-1.187, 7.179, -5.780], [-0.400, 7.867, -7.223], [-1.389, 8.898, -6.168], [3.232, -5.660, 7.498], [2.573, -4.496, 6.970], [3.058, -3.085, 7.489], [4.475, -2.784, 7.333], [2.581, -2.995, 9.002], [1.238, -3.349, 9.355], [2.060, -2.158, 6.675], [2.170, -0.746, 6.881], [3.581, -6.262, 6.663], [4.081, -5.393, 8.126], [2.514, -6.232, 8.082], [1.260, -4.261, 9.949], [0.613, -3.506, 8.476], [0.819, -2.543, 9.953], [3.154, -0.468, 7.256], [1.406, -0.420, 7.587], [2.006, -0.254, 5.925], [8.400, 5.706, -2.532], [7.479, 4.870, -3.254], [6.331, 4.165, -2.435], [5.477, 5.048, -1.646], [7.061, 3.068, -1.543], [8.016, 2.180, -2.143], [5.605, 3.349, -3.581], [4.480, 2.547, -3.211], [8.427, 6.679, -3.015], [8.103, 5.830, -1.492], [9.389, 5.253, -2.576], [9.005, 2.417, -1.757], [8.022, 2.262, -3.229], [7.757, 1.162, -1.863], [4.027, 2.902, -2.284], [4.799, 1.511, -3.092], [3.748, 2.610, -4.012], [-2.870, -12.472, -0.059], [-3.759, -11.496, -0.624], [-3.592, -9.995, -0.163], [-2.267, -9.406, -0.330], [-4.076, -9.955, 1.354], [-5.314, -10.576, 1.722], [-4.761, -9.334, -0.996], [-4.937, -7.920, -0.837], [-2.399, -13.016, -0.874], [-2.098, -12.008, 0.554], [-3.450, -13.163, 0.549], [-5.101, -11.443, 2.345], [-5.888, -10.889, 0.850], [-5.898, -9.859, 2.295], [-4.024, -7.443, -0.481], [-5.743, -7.731, -0.128], [-5.205, -7.499, -1.803]], "forces_ev_per_a": [[-0.6998, -0.1628, -0.6285], [0.4341, 0.4564, 0.5322], [-0.5219, 1.3797, 0.9622], [-0.6256, -0.0331, -0.8392], [0.1628, 0.0730, 0.3425], [-0.2886, 0.3861, 0.0127], [0.1168, -0.1426, -1.0773], [-0.2936, -0.2366, 0.5198], [0.4588, 0.1230, -0.4938], [-0.2496, 0.1305, -0.4329], [0.0908, 0.0861, 0.3486], [0.3197, -0.5212, 0.4072], [0.0343, 0.0951, 0.0229], [0.0130, -0.5052, -0.1382], [-0.0147, 0.6759, 0.4753], [0.1981, -0.2369, 0.0170], [-0.0261, 0.3293, -0.8341], [-0.7775, 0.6750, 0.7588], [0.3261, -0.0863, 0.0839], [0.8969, -0.7350, -0.7057], [0.0573, 0.0130, 0.2891], [-0.0418, -0.0827, -0.0177], [0.6070, -0.3760, 0.0758], [-0.0159, 0.2219, 0.4809], [1.6340, -0.2504, -0.9974], [-1.1316, 0.2139, 1.5253], [0.2164, -1.5965, -0.8302], [0.0282, -0.1258, -0.1875], [0.0823, 0.1010, 0.0849], [0.0295, -0.0525, -0.1219], [0.2387, -0.0029, 0.0254], [-0.0253, 0.1510, 0.1606], [-0.1563, 0.1168, 0.5311], [0.1376, 0.0171, 0.0057], [0.0010, 0.0771, -0.1742], [0.0255, -0.1346, 0.2205], [-0.2176, -0.1158, -0.0039], [0.1072, 0.0782, 0.0803], [0.1311, -0.1605, 0.2299], [-0.1208, -0.0926, -0.1163], [-0.0427, -0.0945, 0.0589], [-0.1991, -0.0591, -0.0883], [0.1550, 0.1407, 0.0112], [-0.1409, 0.1386, 0.0769], [0.2406, 0.1865, -0.0388], [-0.0310, -0.2948, -0.2207], [-0.2785, -0.0418, -0.1030], [-0.0978, -0.2299, -0.1067], [0.1045, 0.0542, 0.0308], [-0.0023, -0.0042, -0.1279], [-0.3343, 0.0704, 0.2526], [-0.2076, 0.1778, 0.1811], [0.0624, 0.0946, -0.2617], [0.0303, 0.0265, 0.1264], [-0.0497, 0.0039, -0.2072], [-0.2503, 0.0461, -0.2590], [0.2119, -0.0830, 0.0990], [-0.0697, 0.1462, -0.0810], [0.1401, 0.0653, -0.0428], [-0.1685, -0.3205, -0.0034], [-0.1207, -0.1100, 0.1200], [0.0808, 0.0040, -0.1007], [0.0956, 0.1243, 0.1212], [-0.1003, -0.0207, -0.1128], [-0.0605, 0.0431, -0.0189], [-0.0278, 0.0072, 0.0090], [-0.0136, 0.0063, -0.0268], [-0.0084, 0.0011, 0.0264], [-0.0301, 0.0045, 0.0320], [-0.0318, -0.0290, 0.0210], [0.0207, 0.0088, 0.0466], [0.0199, -0.0123, 0.0117], [0.0470, 0.0399, 0.0306], [0.0427, -0.1393, 0.0536], [-0.1694, 0.0843, -0.1071], [0.0301, -0.1247, 0.0551], [0.0975, 0.1085, 0.1867], [0.1185, 0.0453, -0.0534], [-0.0923, -0.0059, 0.0685], [-0.1357, -0.1093, -0.1633], [-0.0177, 0.1562, 0.0873], [-0.0033, 0.0414, -0.0326], [0.0167, 0.0411, -0.0359], [-0.0264, 0.0324, -0.0087], [0.0176, -0.0037, -0.0092], [0.0337, 0.0052, -0.0276], [0.0457, 0.0144, 0.0097], [0.0305, -0.0575, -0.0312], [0.0018, -0.0190, 0.0076], [-0.0103, -0.0467, -0.0258], [0.1277, 0.0856, 0.0606], [-0.1266, -0.1556, -0.2826], [0.1352, 0.0471, 0.1277], [-0.1168, -0.1158, 0.2324], [-0.1453, 0.0855, 0.1190], [0.0762, -0.0866, -0.0148], [0.1864, 0.1723, -0.2345], [-0.1025, -0.1021, 0.0204], [-0.0451, -0.0130, -0.0302], [-0.0571, 0.0006, -0.0152], [-0.0210, -0.0325, -0.0256], [-0.0084, 0.0203, 0.0041], [-0.0298, 0.0311, -0.0001], [-0.0256, 0.0174, 0.0346], [0.0156, 0.0555, -0.0133], [0.0187, 0.0113, 0.0103], [0.0382, 0.0335, -0.0344], [0.0647, -0.1205, 0.0476], [-0.1467, 0.0451, -0.0737], [0.0031, -0.0485, -0.0352], [0.0831, 0.1278, 0.2300], [0.1389, 0.0441, -0.0152], [-0.0889, -0.0198, 0.0572], [-0.0636, -0.1836, -0.1037], [-0.0043, 0.2316, 0.0610], [-0.0135, 0.0353, -0.0330], [0.0071, 0.0406, -0.0365], [-0.0301, 0.0227, -0.0110], [0.0161, -0.0015, -0.0112], [0.0270, 0.0135, -0.0257], [0.0363, 0.0237, 0.0052], [-0.0078, 0.0213, -0.0039], [0.0026, -0.0427, 0.0132], [-0.0070, -0.1070, -0.0469]]}



[2]
{"formula": "C30H69BeBr3Cl2F4N4Na2O9PS", "method": "ωB97M-V with the def2-TZVPD basis set", "total_charge": 1, "lumo_ev": -6.6, "mol_weight_da": 1134.5, "total_energy_ev": -331997.6773, "multiplicity": 1, "homo_energy_ha": -0.304, "symbols": ["C", "C", "C", "F", "P", "C", "N", "C", "C", "C", "Cl", "H", "H", "H", "H", "H", "H", "H", "H", "H", "H", "H", "H", "H", "H", "H", "H", "H", "H", "H", "Na", "C", "C", "O", "C", "C", "H", "H", "H", "H", "H", "H", "H", "H", "H", "H", "C", "F", "F", "F", "S", "O", "O", "O", "Na", "Cl", "C", "C", "C", "C", "N", "C", "C", "C", "C", "C", "C", "C", "H", "H", "H", "H", "H", "H", "H", "H", "H", "H", "H", "H", "H", "H", "H", "H", "H", "H", "H", "H", "H", "H", "H", "H", "C", "O", "C", "C", "N", "C", "C", "O", "C", "H", "H", "H", "H", "H", "H", "H", "H", "H", "H", "H", "H", "H", "H", "H", "N", "O", "O", "O", "C", "Br", "Br", "Br", "H", "Be"], "positions_angstrom": [[1.321, 0.651, -2.782], [0.692, 0.775, -4.189], [-0.815, 0.864, -4.133], [-1.244, 1.153, -5.534], [-1.663, -0.699, -3.393], [-3.476, -0.007, -3.701], [-4.177, 0.147, -2.397], [-1.651, -1.658, -5.080], [-1.575, -3.152, -4.780], [-1.843, -4.054, -5.998], [-1.050, -3.440, -7.486], [2.105, 1.402, -2.658], [1.827, -0.312, -2.721], [0.610, 0.804, -1.966], [1.040, 0.020, -4.898], [1.029, 1.730, -4.621], [-1.087, 1.741, -3.531], [-1.662, 0.009, -2.097], [-0.403, -1.343, -3.094], [-2.331, -1.810, -2.691], [-3.500, 0.981, -4.186], [-4.042, -0.759, -4.257], [-3.726, 0.897, -1.884], [-4.084, -0.741, -1.904], [-0.708, -1.384, -5.563], [-2.454, -1.380, -5.778], [-2.275, -3.485, -4.009], [-0.558, -3.379, -4.451], [-1.430, -5.033, -5.742], [-2.914, -4.200, -6.143], [-6.182, 1.004, -1.742], [0.767, -9.550, -5.122], [0.121, -8.343, -4.461], [1.009, -7.573, -3.683], [2.110, -7.002, -4.369], [1.707, -6.047, -5.478], [1.254, -10.180, -4.377], [0.014, -10.145, -5.644], [1.524, -9.260, -5.851], [-0.655, -8.685, -3.775], [-0.380, -7.711, -5.208], [2.772, -7.789, -4.750], [2.679, -6.455, -3.618], [1.163, -6.567, -6.281], [2.589, -5.582, -5.920], [1.054, -5.263, -5.086], [5.065, -0.710, -4.967], [5.576, -1.944, -4.851], [5.736, -0.104, -5.958], [3.791, -0.855, -5.393], [5.162, 0.233, -3.386], [6.573, 0.288, -3.098], [4.386, -0.562, -2.453], [4.564, 1.517, -3.703], [-2.386, 1.848, -7.031], [1.772, -7.308, -8.223], [3.545, -0.428, 0.737], [2.562, -1.415, 1.364], [1.112, -0.929, 1.339], [0.709, 0.214, 2.239], [0.797, 0.005, 3.737], [2.176, 0.280, 4.291], [2.334, 1.791, 4.261], [0.921, 2.345, 4.466], [-0.007, 1.138, 4.386], [0.179, -1.292, 4.220], [1.062, -2.551, 4.221], [0.572, -3.681, 3.309], [3.489, 0.561, 1.210], [4.566, -0.791, 0.848], [3.355, -0.312, -0.331], [2.898, -1.670, 2.372], [2.608, -2.347, 0.796], [0.427, -1.759, 1.496], [0.902, -0.609, 0.317], [-0.342, 0.426, 2.038], [1.268, 1.118, 1.995], [2.189, -0.100, 5.313], [2.931, -0.223, 3.696], [2.729, 2.119, 3.301], [3.034, 2.139, 5.017], [0.676, 3.085, 3.704], [0.816, 2.842, 5.429], [-0.915, 1.306, 3.815], [-0.273, 0.818, 5.390], [-0.748, -1.424, 3.663], [-0.090, -1.109, 5.258], [1.027, -2.947, 5.238], [2.112, -2.337, 4.040], [-0.516, -3.758, 3.315], [0.975, -4.635, 3.650], [0.901, -3.560, 2.280], [-1.516, 5.116, 5.775], [-0.175, 5.444, 6.081], [0.394, 6.387, 5.173], [0.656, 7.711, 5.860], [-0.593, 8.394, 6.175], [-0.438, 9.552, 7.055], [0.063, 9.305, 8.475], [-0.841, 8.585, 9.293], [-0.760, 7.177, 9.191], [-1.819, 4.296, 6.427], [-2.186, 5.961, 5.957], [-1.614, 4.787, 4.735], [-0.229, 6.518, 4.284], [1.354, 5.972, 4.849], [1.255, 8.345, 5.201], [1.243, 7.504, 6.765], [-1.221, 7.739, 6.622], [-1.422, 10.021, 7.131], [0.220, 10.277, 6.567], [0.173, 10.283, 8.950], [1.058, 8.844, 8.498], [0.255, 6.837, 8.969], [-1.456, 6.797, 8.436], [-1.061, 6.757, 10.151], [-0.128, -2.966, -1.003], [0.881, -2.991, -1.730], [-0.607, -1.867, -0.650], [-0.659, -4.025, -0.628], [-10.679, 1.363, -3.890], [-9.837, 2.131, -5.440], [-11.254, -0.440, -4.200], [-9.538, 1.485, -2.328], [-11.559, 1.953, -3.674], [0.324, -7.150, -9.402]], "forces_ev_per_a": [[0.5218, 0.0541, -0.3758], [-0.1109, 1.1465, -0.0889], [0.8906, -0.5912, 0.3885], [-0.2080, 0.2155, 0.2018], [-0.1711, -0.5624, 0.2342], [-0.3711, 0.2811, 0.4689], [-0.9178, 0.3372, -0.3686], [0.4324, -0.2395, -0.0994], [0.1332, -0.1143, -0.9619], [-0.0827, -0.2044, 1.2462], [-0.1237, -0.3569, -0.1384], [-0.0032, -0.0991, -0.1466], [-0.2183, 0.0102, 0.4675], [-0.1233, -0.3459, -0.1300], [-0.1281, -0.2684, 0.3368], [0.0595, -0.1319, -0.0440], [-0.2503, 0.0705, -0.3798], [0.0961, 0.1667, -0.0562], [0.1052, 0.3059, -0.0930], [-0.3160, 0.0267, -0.1614], [-0.0275, -0.1843, -0.1909], [0.1108, 0.1856, -0.2054], [0.6938, -0.5264, 0.2805], [0.5678, 0.1798, 0.2539], [-0.1232, 0.1362, 0.0313], [-0.1576, -0.0990, 0.2259], [0.1004, 0.1338, 0.0775], [-0.1373, 0.1105, 0.3377], [0.1013, 0.0048, -0.4586], [0.1020, 0.3105, -0.5100], [-0.3011, -0.1317, -0.2459], [0.0954, 0.0362, -0.0930], [0.0170, -0.0345, -0.0254], [-0.0499, -0.0272, 0.1231], [0.1162, 0.0979, -0.0267], [-0.4891, -0.1420, -0.0099], [-0.0442, -0.0023, 0.0184], [-0.0192, -0.0079, 0.0397], [-0.0202, -0.0048, -0.0294], [0.0355, 0.0849, 0.0750], [0.0135, -0.0377, -0.0674], [-0.0218, 0.0039, -0.0689], [-0.0995, -0.0469, 0.0957], [0.1544, 0.4642, 0.8965], [-0.0001, 0.0356, 0.0300], [0.1196, 0.0426, 0.0723], [-0.0091, -0.1399, -0.1915], [-0.0013, -0.0364, 0.1262], [0.0068, 0.1330, 0.0327], [-0.0777, 0.0661, 0.0823], [0.0948, 0.6791, 0.9763], [0.1386, -0.2252, -0.3034], [-0.1249, -0.2720, -0.3013], [-0.2009, -0.1548, -0.3959], [0.0371, -0.0584, -0.1667], [-1.4700, -0.2491, -2.3272], [-0.1621, -0.0557, 0.1367], [0.2265, 0.1836, -0.1316], [0.4765, -0.4232, 0.2448], [0.0071, 0.0182, -0.5239], [-0.5626, 0.6491, 0.6765], [0.1851, -0.0917, -0.1397], [0.0572, 0.1254, -0.1929], [-0.1480, 0.3151, -0.1098], [0.2276, 0.0639, 0.0729], [0.4754, -0.1703, 0.0769], [-0.3688, -0.5005, 0.0611], [0.2793, 0.0219, -0.1710], [0.0332, 0.0114, -0.0012], [0.0346, 0.0723, -0.0803], [0.0645, 0.0269, 0.0081], [-0.0491, -0.0867, -0.0087], [-0.0810, 0.0214, -0.0301], [-0.0605, 0.0545, 0.0024], [-0.1100, 0.0924, 0.0491], [-0.0132, -0.0142, 0.0774], [0.0749, 0.0109, 0.2276], [-0.0367, -0.0740, -0.0276], [-0.0813, -0.1297, 0.0266], [0.0652, -0.0861, 0.0061], [-0.0048, -0.1272, 0.0549], [0.0225, -0.0062, -0.0025], [-0.0727, -0.0088, -0.0129], [-0.0092, -0.1001, -0.0060], [-0.0075, -0.1328, -0.0489], [0.0915, -0.0420, -0.1473], [-0.0565, 0.1838, -0.0555], [0.0273, 0.1528, 0.0505], [-0.0442, 0.1196, -0.0858], [-0.0007, 0.0029, 0.0065], [-0.0197, 0.0132, 0.0437], [-0.1078, 0.0136, -0.0285], [0.1175, -0.0403, 0.1742], [-0.2890, -0.0656, -0.2407], [0.5172, -0.0004, 0.0901], [-0.3009, -0.0255, 0.1628], [0.1434, -0.0143, 0.0099], [-0.2367, -0.0773, -0.0719], [0.0397, 0.3301, 0.0500], [0.1462, -0.1156, -0.0914], [-0.2177, 0.0889, 0.1736], [0.0638, 0.0132, 0.0428], [-0.0815, -0.0245, -0.1454], [-0.0658, 0.0555, -0.0185], [-0.1247, 0.0244, 0.0895], [-0.0109, 0.0044, -0.0365], [0.0067, 0.0139, 0.0147], [0.1710, -0.0467, -0.1053], [-0.0090, -0.0047, 0.0003], [0.0348, 0.0663, 0.0385], [0.0526, -0.0357, 0.0121], [-0.0135, -0.0068, 0.0127], [-0.0521, -0.1384, -0.0466], [-0.0072, 0.0086, -0.0904], [0.1228, -0.1224, -0.0651], [0.0158, 0.0424, 0.0175], [-0.0848, -0.1576, -0.0872], [-0.0352, 0.0600, -0.0711], [-0.3548, 0.0088, 0.0575], [0.0060, 0.0148, 0.0850], [-0.0342, -0.1544, -0.3479], [-0.0081, -0.0346, 0.1047], [0.0810, 0.1022, 0.0469], [0.0282, 0.0500, 0.1933], [0.0588, 0.0402, 0.1046], [1.6239, 0.0126, 1.4617]]}